Computed, not measured: a single C9H18N2 molecule in a non-equilibrium geometry, with wB97M-V/def2-TZVPD.

```
29
C9H18N2 wB97M-V/def2-TZVPD
C -3.31203 0.91687 -0.03729
C -1.77537 1.10795 -0.03836
C -1.20426 1.85771 1.18637
C -1.15180 1.55741 -1.39196
N -1.00991 0.19538 -0.89831
N 0.25806 -0.21797 -0.38817
C 1.27071 -0.49359 -1.43297
C 2.40477 -1.38615 -0.92530
C 2.71336 -1.23850 0.57084
C 1.48211 -1.34825 1.45582
C 0.11100 -1.22903 0.67822
H -3.73669 0.90607 0.96147
H -3.52096 -0.02624 -0.59250
H -3.81345 1.68650 -0.59728
H -0.10991 1.91204 1.13037
H -1.47739 1.34790 2.10302
H -1.63399 2.89719 1.23579
H -1.78384 1.72463 -2.27552
H -0.29592 2.24612 -1.37135
H 1.62544 0.43289 -1.82434
H 0.79756 -0.99866 -2.26237
H 3.30228 -1.17873 -1.49381
H 2.12998 -2.43276 -1.13346
H 3.46008 -1.98520 0.89706
H 3.15010 -0.24724 0.70911
H 1.49281 -0.55719 2.22146
H 1.47101 -2.29478 1.95135
H -0.14610 -2.17942 0.22079
H -0.69766 -0.97496 1.34134
```

The value obtained for the energy above the lowest of the compared OMol25 structures with the same formula, charge and spin is 57.8 kcal per mole. The calculation puts the HOMO energy at -7.27 eV. As for the SMILES: CC1(C)CN1N1CCCCC1. The largest force on an atom comes out at 2.4 eV/A. For the calculated total energy, the calculation gives -12602.782 eV. Its orbital gap is 8.2766 eV. Its LUMO energy is 1.005 eV.